i) The following is a DFT calculation (ωB97M-V/def2-TZVPD) of a 8-piece molecular cluster, C24H72O32P8 overall.

Properties
- E_HOMO: -0.3691 hartree
- Molar mass: 1120.60 g mol⁻¹
- SMILES: COP(=O)(OC)OC.COP(=O)(OC)OC.COP(=O)(OC)OC.COP(=O)(OC)OC.COP(=O)(OC)OC.COP(=O)(OC)OC.COP(=O)(OC)OC.COP(=O)(OC)OC
- Frontier orbital gap: 0.3775 Eh

```
136
C24H72O32P8 | the Open Molecules 2025 dataset | ωB97M-V/def2-TZVPD
P 0.316 0.515 -1.112
P -0.301 -5.438 -1.437
P 5.303 5.015 -3.666
P 4.208 -3.101 -4.450
P -6.242 -1.228 3.719
P 2.121 2.710 2.703
P -0.802 -1.014 5.444
P -3.574 1.333 -2.636
O -1.186 -6.384 -0.457
O -0.791 -0.666 7.037
O -2.237 2.149 -2.688
O 5.415 3.544 -4.220
O -0.977 -4.975 -2.700
O -3.631 0.015 -3.402
O 3.108 -4.322 -4.853
O 0.082 -4.131 -0.529
O 6.665 5.266 -2.824
O -0.367 1.156 0.234
O 4.156 4.811 -2.494
O -5.432 0.080 3.938
O 1.137 -6.211 -1.745
O 3.592 -1.670 -4.845
O -3.997 1.163 -1.014
O -5.279 -2.110 2.727
O -1.843 0.094 4.870
O -4.772 2.356 -3.133
O 5.628 -3.394 -4.855
O 3.995 -3.084 -2.817
O 2.404 1.504 3.417
O -7.618 -1.081 3.090
O 0.526 -0.988 4.798
O 4.894 5.989 -4.677
O 2.960 3.974 3.252
O 0.578 1.818 -2.057
O 1.779 0.080 -0.634
O -1.644 -2.380 5.349
O 2.330 2.682 1.051
O -0.432 -0.629 -1.781
O 0.523 3.142 2.747
O -6.363 -2.009 5.134
C -2.059 3.411 -1.999
C 7.263 6.595 -2.777
C 1.895 -0.567 0.613
C -1.531 0.641 0.977
C -1.223 -7.788 -0.501
C -6.994 -1.307 6.231
C 0.123 -4.184 0.859
C 3.565 -1.106 -6.167
C 3.198 -5.236 -5.909
C -0.209 3.870 1.755
C 2.551 4.431 4.531
C 0.703 1.631 -3.409
C -5.061 0.445 -0.505
C 2.667 -2.906 -2.287
C -1.092 -3.656 5.613
C -5.518 1.277 3.113
C 0.161 0.327 7.565
C 3.651 2.550 0.518
C -1.521 1.523 4.755
C 1.611 -6.594 -3.056
C 4.335 2.836 -4.713
C -4.918 2.415 -4.515
C 3.509 5.925 -1.871
C -5.453 -3.507 2.625
H 4.119 -0.172 -6.258
H -4.526 -4.080 2.588
H 3.874 1.564 0.112
H 1.530 -7.673 -3.188
H -4.815 3.428 -4.904
H -1.944 1.908 5.683
H 3.312 5.704 -0.822
H 0.318 4.800 1.540
H 4.247 -1.679 -6.795
H 6.699 7.395 -3.257
H -4.687 -0.415 0.051
H -0.768 -3.709 1.268
H 0.172 0.747 -3.764
H -2.576 4.191 -2.558
H 2.424 -3.602 -1.484
H 0.200 -5.209 1.221
H 1.109 -6.269 -3.967
H 4.499 2.866 1.125
H -1.297 -8.144 0.526
H -5.879 0.059 -1.113
H 1.867 -1.657 0.609
H 2.071 3.704 5.186
H -4.279 1.770 -5.117
H -1.014 3.721 -2.017
H -0.075 -3.613 6.002
H 3.787 2.298 -3.939
H -5.563 2.127 3.794
H -8.002 -1.645 6.473
H -7.344 -0.327 5.906
H 1.894 5.263 4.277
H 8.212 6.533 -3.309
H 3.652 3.524 -5.212
H 2.484 -1.908 -1.890
H -1.720 -3.968 6.448
H 3.349 4.918 5.092
H -2.448 3.296 -0.987
H 3.591 3.150 -0.390
H -0.450 1.718 4.700
H 0.976 -0.397 7.565
H 2.679 -6.378 -3.022
H -6.180 -3.766 3.395
H 7.337 6.947 -1.749
H 1.066 -3.799 1.248
H 4.148 6.808 -1.843
H -5.616 0.943 0.289
H -6.506 -1.461 7.193
H -2.161 1.488 1.247
H -4.636 1.306 2.474
H -1.275 0.282 1.974
H 1.740 1.506 -3.723
H 3.958 -4.942 -6.632
H -0.416 3.286 0.858
H -2.159 -8.106 -0.960
H -5.979 -3.618 1.677
H 0.183 2.443 -3.916
H -2.109 2.012 3.979
H -6.428 1.364 2.520
H 1.217 -0.031 1.277
H 1.996 -3.109 -3.122
H 2.889 -0.288 0.960
H 2.584 -1.098 -6.641
H 4.731 2.117 -5.431
H -2.044 -0.195 0.503
H -1.209 4.188 2.049
H -0.346 -8.249 -0.956
H -0.098 0.518 8.606
H -5.965 2.209 -4.734
H 2.523 6.272 -2.184
H 3.269 -6.304 -5.702
H -0.868 -4.244 4.724
H 2.287 -5.128 -6.497
H 0.503 1.201 7.011
```



ii) The following is a DFT calculation (ωB97M-V/def2-TZVPD) of a 8-piece molecular cluster, C24H72O32P8 overall.

Properties
- E_HOMO: -0.3618 hartree
- Molar mass: 1120.60 g mol⁻¹
- SMILES: COP(=O)(OC)OC.COP(=O)(OC)OC.COP(=O)(OC)OC.COP(=O)(OC)OC.COP(=O)(OC)OC.COP(=O)(OC)OC.COP(=O)(OC)OC.COP(=O)(OC)OC
- Frontier orbital gap: 0.3790 Eh

```
136
C24H72O32P8 | the Open Molecules 2025 dataset | ωB97M-V/def2-TZVPD
P 2.228 -5.073 1.104
P 6.659 1.667 1.853
P -1.096 0.428 5.159
P -4.483 2.069 -4.043
P -3.691 5.039 1.016
P 0.577 0.315 -0.420
P 5.984 -1.843 -3.402
P -4.985 -2.797 -1.284
O 1.321 -4.864 2.462
O 0.906 -1.028 0.102
O 0.073 1.373 4.923
O 6.550 2.712 0.837
O -3.705 3.664 1.897
O 5.490 0.541 1.945
O -5.729 1.416 -3.256
O 1.409 1.492 0.378
O 7.445 -1.398 -2.860
O 3.339 -6.091 1.199
O 4.837 -1.645 -2.450
O -3.289 2.216 -2.941
O 8.044 0.846 1.736
O 1.091 -5.305 -0.015
O -3.370 6.165 2.176
O -0.912 -0.771 6.275
O 6.162 -3.346 -3.984
O -4.202 1.292 -5.264
O -1.632 -0.476 3.842
O 6.764 2.267 3.396
O -6.439 -3.244 -1.824
O -4.603 -1.551 -2.207
O -2.460 1.139 5.721
O -3.963 -3.871 -1.122
O -2.323 4.830 0.119
O 2.835 -3.667 0.711
O -1.006 0.771 -0.296
O -4.891 3.599 -4.298
O 0.947 0.541 -1.953
O -5.449 -1.972 0.053
O -4.966 5.286 0.275
O 5.802 -0.928 -4.695
C 4.504 -0.874 -5.376
C 0.796 -6.029 3.054
C 7.336 3.601 3.718
C -1.128 4.493 0.721
C 1.129 1.630 1.803
C 2.205 -0.049 -2.429
C 4.830 0.162 0.741
C -2.014 2.652 -3.390
C -3.536 7.573 1.949
C 8.365 -0.250 2.572
C -2.838 2.425 5.237
C -2.090 -0.029 -0.804
C -7.454 -2.293 -2.107
C -6.164 -2.703 1.080
C 0.037 -4.424 -0.152
C -6.945 1.305 -3.931
C 7.824 -1.834 -1.550
C 3.541 -3.554 -0.539
C -4.014 2.435 1.289
C -0.848 -1.398 3.052
C -5.346 4.457 -3.376
C 7.352 -3.650 -4.670
C -1.997 -1.595 6.757
C -4.515 -1.677 -3.664
H 2.876 -0.444 -1.666
H 7.663 4.142 2.830
H 0.740 -6.943 2.462
H -8.379 -2.486 -1.564
H -7.583 2.107 -3.559
H -2.376 -1.090 7.646
H -7.190 -1.257 -1.893
H 7.971 -2.805 -4.972
H -7.166 -2.283 1.156
H 4.160 0.156 -5.290
H 7.871 -4.466 -4.167
H 3.758 0.327 0.848
H -2.887 3.104 6.088
H -4.734 2.523 0.476
H 2.827 0.641 -2.999
H 0.196 2.122 2.080
H -6.738 1.284 -5.001
H -3.889 2.373 4.951
H -6.387 4.172 -3.225
H -0.884 -4.977 0.034
H -3.069 7.953 1.041
H 8.202 3.387 4.344
H -2.692 -1.754 5.933
H 7.435 -0.650 2.978
H 3.818 -1.579 -4.907
H 7.099 -4.177 -5.590
H -4.559 7.940 2.030
H -1.204 1.936 -3.247
H -2.229 2.742 4.391
H -1.754 3.494 -2.748
H -5.054 5.483 -3.600
H -0.309 5.203 0.601
H 2.975 -2.795 -1.078
H -1.816 -0.468 -1.763
H 1.942 2.260 2.164
H -4.625 -2.674 -4.090
H -4.468 1.826 2.071
H 3.784 -4.451 -1.109
H 9.036 0.012 3.390
H -2.344 -0.783 -0.059
H 5.186 0.641 -0.171
H 6.748 4.357 4.237
H -5.214 -1.008 -4.167
H 1.831 -0.863 -3.050
H -7.683 -2.320 -3.172
H -0.868 -2.346 3.589
H 0.112 -3.585 0.540
H 1.398 -6.142 3.956
H 4.559 -1.223 -6.407
H -7.427 0.345 -3.750
H 0.222 -1.190 3.058
H -3.512 -1.390 -3.979
H -1.170 4.423 1.808
H -6.366 -3.751 0.859
H -0.652 3.661 0.204
H 8.759 -1.365 -1.241
H -1.307 -1.474 2.066
H -3.134 1.860 1.004
H 1.143 0.692 2.358
H -1.550 -2.549 7.035
H -0.225 -5.820 3.375
H -2.927 0.668 -0.839
H 4.507 -3.117 -0.289
H -4.885 4.181 -2.428
H 4.982 -0.915 0.661
H -5.742 -2.626 2.082
H 0.025 -3.922 -1.119
H 7.130 -1.524 -0.768
H 7.916 -2.919 -1.573
H 8.861 -1.002 1.959
H -2.990 8.029 2.776
H -2.048 2.918 -4.446
```



iii) The following is a DFT calculation (ωB97M-V/def2-TZVPD) of a 8-piece molecular cluster, C24H72O32P8 overall.

Properties
- E_HOMO: -0.3741 hartree
- Molar mass: 1120.60 g mol⁻¹
- SMILES: COP(=O)(OC)OC.COP(=O)(OC)OC.COP(=O)(OC)OC.COP(=O)(OC)OC.COP(=O)(OC)OC.COP(=O)(OC)OC.COP(=O)(OC)OC.COP(=O)(OC)OC
- Frontier orbital gap: 0.3920 Eh

```
136
C24H72O32P8 | the Open Molecules 2025 dataset | ωB97M-V/def2-TZVPD
P -16.127 -4.744 19.811
P -16.468 6.859 19.459
P -22.456 2.434 12.509
P -16.833 3.714 24.903
P -17.861 -0.666 18.856
P -12.902 0.722 17.124
P -19.962 5.708 15.538
P -21.239 3.045 21.250
O -20.437 4.566 16.469
O -20.713 3.975 20.164
O -16.208 3.743 23.609
O -23.003 3.465 11.459
O -16.207 -5.764 18.628
O -15.925 3.906 26.161
O -17.668 -4.405 20.078
O -17.566 -1.769 17.764
O -18.810 -1.179 19.856
O -23.706 2.212 13.425
O -22.487 1.064 11.697
O -20.438 3.149 22.461
O -18.574 5.453 14.757
O -17.930 7.344 19.815
O -16.024 6.363 20.882
O -19.555 6.790 16.560
O -16.917 5.536 18.656
O -16.404 -0.225 19.420
O -14.306 1.458 17.005
O -15.206 -3.698 19.505
O -21.345 1.605 20.570
O -22.758 3.496 21.312
O -21.042 6.086 14.624
O -17.807 4.932 25.143
O -12.830 0.337 18.664
O -17.511 2.285 25.304
O -13.323 -0.736 16.609
O -11.766 1.473 16.618
O -15.547 7.825 18.862
O -18.263 0.592 18.016
O -15.669 -5.534 21.106
O -21.172 2.751 13.026
C -22.053 4.574 11.259
C -19.629 1.004 17.825
C -16.534 -6.533 21.630
C -23.030 4.841 21.832
C -14.982 -5.979 17.878
C -18.584 4.731 13.566
C -16.444 3.806 27.473
C -12.410 -1.848 16.675
C -24.411 3.270 13.934
C -21.867 -0.037 12.147
C -14.909 5.494 21.067
C -20.998 0.565 21.507
C -12.706 1.276 19.739
C -18.650 5.384 24.087
C -19.230 4.026 19.952
C -14.713 1.808 15.738
C -21.811 4.460 16.899
C -16.571 -1.527 16.765
C -18.586 7.833 16.289
C -18.359 7.758 21.123
C -16.250 -0.625 20.800
C -18.430 1.638 24.431
C -15.853 4.885 17.866
C -18.711 -4.495 19.069
H -12.726 -2.554 15.977
H -14.067 2.573 15.339
H -14.800 0.922 15.054
H -12.334 0.647 20.577
H -15.197 -6.640 17.058
H -17.805 3.962 13.597
H -13.678 1.573 20.078
H -18.893 8.342 15.424
H -16.087 -6.854 22.549
H -19.059 3.503 19.009
H -16.953 4.743 27.579
H -16.380 -2.505 16.281
H -15.701 -1.156 17.232
H -18.584 8.552 17.077
H -15.045 4.580 20.473
H -18.205 0.614 24.607
H -18.987 5.047 19.796
H -19.439 4.639 23.811
H -25.199 2.888 14.619
H -17.527 -6.075 21.817
H -15.780 2.165 15.868
H -18.760 6.880 21.696
H -17.612 7.447 16.155
H -22.523 5.592 21.167
H -21.285 4.113 10.596
H -11.493 -1.512 16.393
H -21.831 -0.766 11.315
H -13.979 5.966 20.807
H -15.501 3.939 18.388
H -22.603 5.425 10.818
H -23.786 3.977 14.522
H -18.475 5.399 12.740
H -24.089 4.831 21.922
H -18.063 5.538 23.197
H -17.678 8.294 21.690
H -14.098 -6.219 18.490
H -25.022 3.728 13.103
H -21.853 4.028 17.870
H -21.687 5.086 12.177
H -12.027 2.000 19.388
H -20.869 0.133 12.463
H -19.212 6.320 24.322
H -14.898 5.483 17.818
H -22.231 5.474 16.949
H -20.717 -0.343 21.005
H -19.253 8.404 21.058
H -19.590 1.774 17.017
H -16.917 -0.792 16.024
H -17.038 -0.146 21.357
H -15.305 -0.286 21.173
H -19.483 -4.008 19.688
H -21.773 0.449 22.211
H -16.227 -1.734 20.871
H -18.759 3.641 20.858
H -20.150 0.909 22.120
H -18.324 1.794 23.352
H -20.206 0.125 17.580
H -18.834 -5.488 18.771
H -16.230 4.685 16.835
H -14.708 -5.053 17.453
H -19.454 1.945 24.585
H -22.247 3.880 16.100
H -19.539 4.179 13.373
H -22.332 -0.500 13.061
H -12.409 -2.212 17.753
H -19.909 1.498 18.776
H -15.603 3.683 28.173
H -22.616 5.005 22.840
H -18.500 -3.859 18.236
H -14.910 5.207 22.089
H -17.157 3.009 27.612
H -16.602 -7.356 20.913
```



Least stable = i)



i) The following is a DFT calculation (ωB97M-V/def2-TZVPD) of a single C5H10OS molecule.

Properties
- E_HOMO: -0.3232 hartree
- Molar mass: 118.20 g mol⁻¹
- SMILES: CSCCCC=O
- Frontier orbital gap: 0.3560 Eh

```
17
C5H10OS | the Open Molecules 2025 dataset | ωB97M-V/def2-TZVPD
S -1.421 1.025 -0.887
O 3.369 -1.932 -0.504
C 0.584 -0.383 0.417
C 1.182 -1.029 -0.839
C 0.039 1.011 0.188
C 2.170 -2.073 -0.425
C -2.723 1.473 0.336
H 0.380 -1.405 -1.476
H -3.570 1.889 -0.199
H 1.743 -0.308 -1.440
H -0.216 -1.021 0.808
H 1.792 -3.014 0.026
H -0.153 1.502 1.140
H -2.289 2.313 0.877
H -2.964 0.652 0.999
H 0.781 1.667 -0.271
H 1.297 -0.368 1.250
```



ii) The following is a DFT calculation (ωB97M-V/def2-TZVPD) of a single C5H10OS molecule.

Properties
- E_HOMO: -0.3123 hartree
- Molar mass: 118.20 g mol⁻¹
- SMILES: C=CO[C@@H](C)SC
- Frontier orbital gap: 0.3431 Eh

```
17
C5H10OS | the Open Molecules 2025 dataset | ωB97M-V/def2-TZVPD
S 0.049 1.639 -0.046
O 0.200 -0.909 -1.017
C -0.761 0.151 -0.786
C 0.475 -1.555 0.147
C 1.741 -2.101 0.190
C -2.064 -0.476 -0.383
C 0.524 1.452 1.569
H 2.409 -2.057 -0.589
H -0.696 0.466 -1.943
H 1.336 2.182 1.890
H -1.941 -1.626 -0.828
H -0.274 1.604 2.317
H 0.869 0.455 1.744
H -2.714 0.288 -0.783
H 1.837 -2.694 1.137
H -0.517 -2.028 0.654
H -2.188 -0.360 0.851
```



iii) The following is a DFT calculation (ωB97M-V/def2-TZVPD) of a single C5H10OS molecule.

Properties
- E_HOMO: -0.3435 hartree
- Molar mass: 118.20 g mol⁻¹
- SMILES: CC(=O)[C@H](C)CS
- Frontier orbital gap: 0.3705 Eh

```
17
C5H10OS | the Open Molecules 2025 dataset | ωB97M-V/def2-TZVPD
S -1.188 1.749 -0.793
O 2.063 -0.674 0.469
C -0.311 -0.855 0.023
C -0.029 -2.281 -0.529
C 0.732 0.475 2.098
C 0.930 -0.406 0.829
C -0.536 0.118 -1.182
H -2.438 1.309 -0.497
H 0.038 -2.214 -1.632
H 0.954 -2.626 -0.081
H -1.241 -0.739 0.611
H -0.040 0.209 2.782
H -1.201 -0.337 -1.965
H 1.618 0.703 2.753
H 0.577 1.393 1.599
H -0.892 -2.957 -0.329
H 0.422 0.370 -1.745
```



Least stable = ii)



i) The following is a DFT calculation (ωB97M-V/def2-TZVPD) of C5H10OS as an isolated structure.

Properties
- E_HOMO: -0.3246 hartree
- Molar mass: 118.20 g mol⁻¹
- Frontier orbital gap: 0.3462 Eh

```
17
C5H10OS | the Open Molecules 2025 dataset | ωB97M-V/def2-TZVPD
S -0.570 -0.909 0.740
O -0.343 1.703 1.559
C -1.614 0.381 -1.498
C 1.438 -0.849 0.719
C -1.478 1.345 0.689
C 2.029 -1.371 -0.599
C -1.205 0.346 -0.248
H 3.128 -1.160 -0.631
H -2.423 1.181 1.059
H 1.372 -0.907 -1.468
H 1.652 -2.538 -0.769
H -1.760 2.333 0.184
H -2.022 1.111 -2.005
H -1.211 -0.311 -2.501
H 1.899 0.110 1.128
H 1.456 -1.618 1.410
H -0.348 1.154 2.230
```



ii) The following is a DFT calculation (ωB97M-V/def2-TZVPD) of a single C5H10OS molecule.

Properties
- E_HOMO: -0.3170 hartree
- Molar mass: 118.20 g mol⁻¹
- SMILES: C=C(C)[C@@H](O)SC
- Frontier orbital gap: 0.3471 Eh

```
17
C5H10OS | the Open Molecules 2025 dataset | ωB97M-V/def2-TZVPD
S 0.654 1.250 -0.724
O 0.590 -1.346 -0.642
C -2.098 -0.184 -0.222
C -1.106 -0.131 2.120
C 2.416 0.972 -1.183
C 0.339 -0.298 0.185
C -1.004 -0.265 0.818
H -0.218 -1.347 -1.248
H 3.236 1.681 -0.778
H 2.436 1.153 -2.249
H 1.141 -0.445 1.089
H -2.012 -0.277 2.680
H -2.121 -1.105 -0.706
H -3.028 0.064 0.354
H 2.686 -0.077 -1.093
H -0.187 -0.194 2.678
H -1.725 0.548 -1.078
```



Least stable = i)